{
  "formula": "C20H27ClN3Rh",
  "method": "the ωB97M-V functional and the def2-TZVPD basis",
  "e_homo_ev": [-15.03, -15.08],
  "spin_multiplicity": 5,
  "relative_energy_kj_mol": 34.3,
  "charge": 2,
  "max_force_ev_per_a": 0.38,
  "homo_lumo_gap_ha": [0.275, 0.197],
  "symbols": ["Rh", "C", "C", "C", "C", "C", "C", "C", "C", "N", "C", "C", "C", "C", "N", "C", "C", "C", "C", "C", "C", "C", "C", "H", "H", "H", "H", "H", "H", "H", "H", "H", "H", "H", "H", "H", "H", "H", "H", "H", "H", "H", "H", "H", "H", "H", "H", "Cl", "N", "H", "H", "H"],
  "coordinates": [[-0.0828, -1.5576, -0.0645], [3.3358, 0.7809, 0.9776], [2.6279, 0.2585, 2.1965], [3.3540, -0.0196, 3.3526], [2.7265, -0.4876, 4.4970], [1.3526, -0.6875, 4.5139], [0.5839, -0.4308, 3.3849], [-0.9055, -0.6075, 3.4040], [1.2479, 0.0460, 2.2482], [0.4665, 0.2247, 1.0598], [0.1844, 1.3687, 0.5604], [0.5261, 2.6766, 1.1712], [-0.5537, 1.3269, -0.7573], [-0.9327, 2.5868, -1.4477], [-0.7794, 0.1502, -1.2046], [-1.5064, -0.1987, -2.3701], [-2.8498, 0.1615, -2.5250], [-3.6448, 0.8864, -1.4804], [-3.4716, -0.2218, -3.7143], [-2.7985, -0.9434, -4.6790], [-1.4805, -1.3442, -4.4722], [-0.8259, -0.9933, -3.3078], [0.5771, -1.4471, -3.0279], [4.3393, 0.3624, 0.9145], [3.4512, 1.8653, 1.0259], [2.8168, 0.5466, 0.0450], [4.4239, 0.1376, 3.3501], [3.3100, -0.6954, 5.3827], [0.8688, -1.0434, 5.4130], [-1.2251, -1.0260, 4.3565], [-1.2694, -1.2890, 2.6243], [-1.4235, 0.3443, 3.2698], [0.8571, 2.5538, 2.1998], [-0.3379, 3.3403, 1.1332], [1.3243, 3.1581, 0.6009], [-0.1307, 3.3196, -1.3737], [-1.8152, 3.0219, -0.9727], [-1.1688, 2.3937, -2.4924], [-3.1753, 0.8769, -0.4972], [-4.6241, 0.4206, -1.3780], [-3.8164, 1.9245, -1.7715], [-4.5085, 0.0437, -3.8709], [-3.3051, -1.2238, -5.5914], [-0.9740, -1.9378, -5.2200], [0.9382, -2.1438, -3.7811], [0.6050, -2.0338, -2.0731], [1.2874, -0.6244, -2.9374], [-1.6279, -3.0858, 0.2849], [1.7789, -2.5498, 0.6599], [2.6401, -2.2285, 0.2214], [1.7196, -3.5547, 0.4999], [1.8902, -2.4013, 1.6628]],
  "mulliken_spin": [2.73, 0.00, 0.00, -0.01, 0.02, -0.01, 0.00, 0.00, 0.06, 0.08, 0.07, 0.01, 0.01, 0.02, 0.21, 0.01, 0.02, 0.00, -0.01, 0.04, 0.01, -0.05, 0.09, 0.00, 0.00, 0.00, 0.00, 0.00, 0.00, 0.00, -0.01, 0.00, 0.00, 0.00, 0.00, 0.00, 0.00, 0.00, 0.00, 0.00, 0.00, 0.00, 0.00, 0.00, 0.01, -0.03, -0.01, 0.57, 0.15, 0.00, 0.00, -0.02]
}



{
  "formula": "C5H9NO",
  "method": "the ωB97M-V functional and the def2-TZVPD basis",
  "e_homo_ev": -9.32,
  "relative_energy_kj_mol": 313.9,
  "max_force_ev_per_a": 3.58,
  "homo_lumo_gap_ha": 0.365,
  "symbols": ["C", "C", "C", "C", "C", "N", "O", "H", "H", "H", "H", "H", "H", "H", "H", "H"],
  "coordinates": [[-0.6729, 0.0158, -0.6967], [-0.4538, -0.5219, -2.0804], [0.4370, 1.4603, 0.0085], [-0.4462, -0.9180, 0.4059], [0.6043, -0.4410, 2.4877], [-0.2331, -0.1728, 1.5860], [-0.2184, -2.1124, 0.3214], [-1.5921, 0.5790, -0.5583], [-0.3164, 0.2913, -2.7976], [0.4208, -1.1709, -2.1100], [1.4531, 1.0834, -0.0432], [0.2099, 2.0175, 0.9082], [0.2153, 2.1272, -0.8146], [-1.3163, -1.1117, -2.4032], [0.5923, 0.1388, 3.4047], [1.3166, -1.2645, 2.3816]],
  "nbo_charge": [-0.24, -0.64, -0.57, 0.63, 0.00, -0.47, -0.57, 0.24, 0.22, 0.23, 0.20, 0.22, 0.19, 0.23, 0.17, 0.16]
}



{
  "formula": "C4H4N2OS",
  "method": "the ωB97M-V functional and the def2-TZVPD basis",
  "e_homo_ev": -8.67,
  "relative_energy_kj_mol": 116.7,
  "max_force_ev_per_a": 1.47,
  "homo_lumo_gap_ha": 0.303,
  "smiles": "O/C=C1\\C=NC(S)=N1",
  "symbols": ["O", "C", "C", "C", "N", "C", "S", "N", "H", "H", "H", "H"],
  "coordinates": [[2.7369, 0.1340, 0.1259], [1.6238, -0.6073, -0.0291], [0.3855, -0.0623, -0.0410], [0.0455, 1.3210, -0.0258], [-1.2571, 1.4788, -0.0120], [-1.7075, 0.1356, 0.0193], [-3.5034, -0.0960, 0.0586], [-0.8322, -0.8061, -0.0711], [3.4735, -0.4471, 0.1007], [1.7500, -1.7252, -0.0788], [0.7559, 2.1295, -0.0876], [-3.4709, -1.4549, 0.0408]],
  "nbo_charge": [-0.63, 0.27, -0.09, 0.08, -0.46, 0.24, 0.02, -0.48, 0.49, 0.19, 0.21, 0.15]
}



{
  "formula": "C5H11N",
  "method": "the ωB97M-V functional and the def2-TZVPD basis",
  "e_homo_ev": [-7.11, -7.11],
  "relative_energy_kj_mol": 370.3,
  "max_force_ev_per_a": 0.36,
  "homo_lumo_gap_ha": [0.298, 0.298],
  "symbols": ["C", "N", "C", "C", "C", "C", "H", "H", "H", "H", "H", "H", "H", "H", "H", "H", "H"],
  "coordinates": [[-1.8811, 0.2793, -0.4084], [-0.9940, 0.0685, 0.5163], [-0.9135, -0.1251, 1.9548], [0.2198, 0.1560, 1.0416], [1.0238, -1.3258, -1.9942], [1.1850, 1.2786, 0.8786], [-1.5606, 0.6831, -1.3613], [-0.0159, -1.4919, -2.2879], [-2.9028, -0.0283, -0.2298], [-1.0751, -1.1362, 2.3321], [-1.4302, 0.6616, 2.5215], [1.0899, -1.2972, -0.9023], [1.3699, -0.3735, -2.4070], [1.6473, -2.1343, -2.3838], [2.0292, 1.1645, 1.5639], [1.5870, 1.2870, -0.1406], [0.7190, 2.2615, 1.0656]],
  "nbo_charge": [-0.30, -0.20, -0.23, 0.00, -0.86, -0.65, 0.20, 0.21, 0.19, 0.19, 0.17, 0.23, 0.21, 0.21, 0.23, 0.23, 0.20]
}